Molecular formula: C24H53ClIN2O8P2S
Method: DFT, ωB97M-V with the def2-TZVPD basis set

Cartesian coordinates (Å):
C1 -2.17102 6.39338 2.39194
C2 -2.92320 5.11233 2.09489
N1 -2.47339 4.54335 0.77104
C3 -2.28155 3.18965 0.80844
N2 -1.15724 2.58307 1.05390
C4 -1.29915 1.10035 1.06831
Cl1 -1.02471 0.40288 -0.53366
C5 -0.29667 0.55626 2.08834
C6 1.16141 0.53722 1.56990
C7 2.16563 0.63447 2.72153
S1 1.89911 -0.58686 4.04215
C8 -2.78889 1.02426 1.54805
C9 -3.61946 -0.22346 1.25049
C10 -3.92789 -1.27422 2.36287
C11 -5.44107 -1.43326 2.53444
I1 -2.99082 -0.98045 4.26471
C12 -3.32991 2.15543 0.58255
H1 -2.60671 6.86480 3.27261
H2 -1.12208 6.20659 2.62602
H3 -2.25765 7.10581 1.57149
H4 -2.70836 4.39171 2.89016
H5 -3.99930 5.27409 2.09741
H6 -1.58696 4.98754 0.53781
H7 -0.27154 3.04972 1.20962
H8 -0.59078 -0.47054 2.29471
H9 -0.39213 1.17030 2.98650
H10 1.29748 -0.42096 1.06940
H11 1.30221 1.36628 0.86886
H12 3.18124 0.49207 2.36069
H13 2.08109 1.61601 3.19019
H14 0.95200 0.07373 4.72073
H15 -2.92460 1.50613 2.51349
H16 -4.59503 0.13416 0.91731
H17 -3.19031 -0.75014 0.39833
H18 -3.55528 -2.23188 2.00858
H19 -5.70593 -1.94780 3.45419
H20 -5.96521 -0.48260 2.44202
H21 -5.79409 -2.06917 1.71703
H22 -3.28705 1.84691 -0.46304
H23 -4.31497 2.50223 0.88826
O1 2.27505 -6.34859 2.35343
P1 0.86822 -6.33253 1.94890
O2 -0.16005 -6.33228 3.16181
C13 0.01590 -5.39893 4.23444
C14 -0.25005 -3.97443 3.79349
O3 0.42974 -7.70948 1.28398
C15 1.34165 -8.80949 1.17579
C16 1.26833 -9.71273 2.38874
O4 0.22158 -5.35679 0.87955
C17 0.91520 -4.24039 0.28653
C18 2.30267 -4.57942 -0.21920
H24 1.02292 -5.49470 4.64603
H25 -0.68681 -5.69712 5.01066
H26 0.54123 -3.61755 3.13242
H27 -0.28794 -3.30234 4.65054
H28 -1.19837 -3.91186 3.25623
H29 2.35740 -8.44690 1.01753
H30 1.04664 -9.35392 0.27873
H31 1.33504 -9.13239 3.30929
H32 2.08191 -10.43835 2.37357
H33 0.32216 -10.25446 2.40952
H34 0.95568 -3.41647 1.00611
H35 0.28366 -3.91588 -0.53953
H36 2.96258 -4.87230 0.59552
H37 2.74016 -3.71163 -0.71505
H38 2.26053 -5.40523 -0.93005
O5 1.31146 4.90157 -4.86283
P2 1.94841 3.59274 -4.70288
O6 1.04025 2.36375 -5.12769
C19 0.39352 2.36366 -6.41380
C20 1.37438 2.22366 -7.55900
O7 2.07015 3.22654 -3.13707
C21 1.55838 4.10940 -2.15418
C22 0.10737 3.78685 -1.84292
O8 3.40745 3.19639 -5.12834
C23 4.27956 4.01581 -5.95231
C24 4.34441 5.46303 -5.51425
H39 -0.20019 3.27379 -6.52068
H40 -0.29363 1.51982 -6.39659
H41 1.96532 3.13344 -7.68427
H42 0.84222 2.04492 -8.49288
H43 2.05984 1.39506 -7.38045
H44 1.66400 5.14939 -2.46429
H45 2.17922 3.97249 -1.26547
H46 -0.48281 3.69676 -2.75464
H47 -0.33489 4.57417 -1.22401
H48 0.03354 2.83347 -1.31636
H49 3.96523 3.93499 -6.99388
H50 5.25999 3.55159 -5.87634
H51 3.37909 5.95543 -5.61662
H52 5.06484 6.00157 -6.12973
H53 4.65067 5.53652 -4.46978

The value obtained for the HOMO energy is -11.62 eV. As for the molar mass: 754.07 g mol⁻¹. The calculation puts the LUMO energy at -3.599 eV. The multiplicity is 1. The calculation puts the electronic energy at -95143.1729 eV. Its orbital gap is 0.2949 hartree. Its net charge is +1.

***

Molecular formula: C24H53N3NiO7
Method: DFT, ωB97M-V with the def2-TZVPD basis set

Cartesian coordinates (Å):
Ni1 0.48823 -0.78517 0.90856
C1 -2.15127 6.42992 -2.45103
C2 -2.64843 5.04837 -2.92436
C3 -3.68115 5.30538 -4.05917
C4 -2.97448 5.71896 -5.32398
C5 -1.93769 4.66370 -5.84450
C6 -0.90583 4.24681 -4.74401
N1 -1.59438 4.05236 -3.40449
O1 -0.72191 3.61112 -2.36376
C7 0.16254 5.42495 -4.73574
C8 -0.25248 2.91833 -5.28486
C9 -3.54857 4.37927 -1.78744
H1 -2.78048 6.80812 -1.64532
H2 -2.02597 7.19649 -3.21574
H3 -1.21221 6.28456 -1.91705
H4 -4.42352 6.03744 -3.74126
H5 -4.22936 4.38882 -4.27705
H6 -2.41101 6.63904 -5.16891
H7 -3.59840 5.95576 -6.18580
H8 -1.35927 5.03720 -6.68950
H9 -2.50333 3.76963 -6.10678
H10 0.42393 5.72494 -5.75051
H11 0.95961 5.12828 -4.05399
H12 -0.29199 6.34872 -4.37776
H13 0.43989 2.51788 -4.54435
H14 0.37265 3.11778 -6.15522
H15 -0.93198 2.07906 -5.43324
H16 -4.49124 4.89952 -1.61771
H17 -3.05113 4.35218 -0.81794
H18 -3.80716 3.35586 -2.05921
C10 2.92732 -5.16313 -4.57480
C11 1.82855 -5.15420 -3.45117
C12 1.34174 -6.54497 -2.98311
O2 2.18357 -4.30226 -2.36107
H19 2.76511 -5.93020 -5.33204
H20 3.90105 -5.31597 -4.10941
H21 3.04477 -4.20433 -5.07978
H22 0.88845 -4.85494 -3.91458
H23 0.37268 -6.44230 -2.49476
H24 1.96139 -7.05806 -2.24766
H25 1.24310 -7.21790 -3.83489
C13 3.46739 -4.87704 6.30080
O3 2.10608 -4.74138 6.70715
C14 1.14575 -5.37109 5.79164
C15 0.97655 -4.54063 4.44754
O4 0.72711 -3.19450 4.66019
C16 -0.31582 -2.78660 5.57043
C17 -0.13455 -1.35553 5.77930
O5 0.02334 -0.54171 4.61803
C18 0.21332 0.88714 4.97559
H26 3.76542 -5.92500 6.33341
H27 4.15164 -4.23388 6.85420
H28 3.55678 -4.64273 5.24004
H29 0.20843 -5.46495 6.34000
H30 1.39858 -6.39070 5.50082
H31 0.09671 -4.89784 3.91237
H32 1.90087 -4.73073 3.90201
H33 -0.33891 -3.28037 6.54191
H34 -1.31371 -3.06818 5.23424
H35 0.65608 -1.30771 6.52811
H36 -1.02537 -1.04351 6.32443
H37 0.99565 0.89793 5.73451
H38 -0.70481 1.27091 5.42041
H39 0.60496 1.51450 4.17490
C19 6.15204 2.08600 3.54786
O6 5.25174 1.21641 3.39671
N2 7.17513 1.97709 4.42465
C20 8.20906 2.95491 4.37671
C21 7.39067 0.82364 5.31838
H40 6.22385 3.00149 2.94046
H41 8.19788 3.50990 5.31477
H42 8.02452 3.69567 3.59869
H43 9.20069 2.52754 4.22798
H44 7.60229 1.22244 6.31049
H45 6.55159 0.15463 5.50939
H46 8.33199 0.35964 5.02389
C22 -5.45916 -3.14496 -0.90029
O7 -4.53311 -2.37625 -0.59435
N3 -6.34306 -2.86005 -1.89615
C23 -7.57810 -3.58788 -1.98242
C24 -6.19859 -1.89085 -2.96553
H47 -5.80488 -4.08098 -0.43494
H48 -7.71392 -3.98396 -2.98879
H49 -8.43467 -2.92662 -1.85157
H50 -7.65074 -4.48301 -1.36471
H51 -5.35305 -1.21988 -2.81406
H52 -6.07036 -2.33322 -3.95345
H53 -7.10464 -1.28508 -2.98040

The value obtained for the HOMO energy (alpha / beta) is -5.36 / -5.27 eV. The calculation puts the relative energy (zero: lowest compared OMol25 entry of this formula, charge and spin) at 886.1 kJ/mol. As for the molar mass: 554.39 g mol⁻¹. The calculation puts the LUMO energy (alpha / beta) at -2.538 / -2.491 eV. The multiplicity is 3. The calculation puts the electronic energy at -85580.1687 eV. Its orbital gap (alpha / beta) is 0.1038 / 0.1020 hartree. Its net charge is 0.

***

> Among the records above, which one has the lowest molar mass?

C24H53N3NiO7

***

> Among the records above, which one has the highest net charge?

C24H53ClIN2O8P2S

***

> net charge of number 2 (C24H53N3NiO7)?

0